Entry 1:
Here is a molecular structure, C36H41CrN4OP2S from OMol25. Energies are from ωB97M-V with the def2-TZVPD basis set.

```
! RIJCOSX wB97M-V def2-TZVPD def2/J DEFGRID3
* xyz 2 2
Cr -0.20 -0.13 -0.22
C 3.21 -0.30 2.72
N 2.12 0.11 1.83
P 0.45 0.16 2.16
C 0.10 -0.96 3.55
C -0.53 -2.18 3.34
C -0.78 -3.03 4.42
C -0.40 -2.65 5.70
C 0.22 -1.43 5.91
C 0.46 -0.58 4.84
C 0.13 1.81 2.83
C -1.05 2.07 3.53
C -1.35 3.36 3.93
C -0.47 4.40 3.62
C 0.70 4.14 2.93
C 1.00 2.85 2.53
P 2.21 0.14 0.14
C 3.75 0.89 -0.38
C 4.93 0.15 -0.41
C 6.12 0.77 -0.74
C 6.13 2.13 -1.04
C 4.95 2.87 -1.01
C 3.76 2.25 -0.68
C 2.17 -1.60 -0.38
C 2.52 -1.94 -1.70
C 2.24 -3.20 -2.18
C 1.57 -4.13 -1.39
C 1.21 -3.80 -0.09
C 1.52 -2.54 0.41
H 4.06 0.37 2.59
H 3.52 -1.32 2.52
H 2.87 -0.24 3.76
H -0.85 -2.48 2.35
H -1.27 -3.97 4.25
H -0.59 -3.31 6.53
H 0.50 -1.13 6.91
H 0.92 0.39 5.02
H -1.72 1.25 3.79
H -2.25 3.56 4.49
H -0.70 5.41 3.95
H 1.40 4.95 2.73
H 1.93 2.64 2.01
H 4.92 -0.91 -0.18
H 7.04 0.20 -0.77
H 7.06 2.62 -1.30
H 4.97 3.92 -1.25
H 2.83 2.81 -0.67
H 3.02 -1.21 -2.33
H 2.54 -3.47 -3.19
H 1.36 -5.12 -1.78
H 0.71 -4.53 0.54
H 1.29 -2.33 1.45
O -0.15 -0.54 -2.09
N -0.91 -1.55 -2.54
C -0.76 -1.91 -3.83
C -1.50 -2.94 -4.34
C -2.39 -3.61 -3.51
C -2.52 -3.22 -2.19
C -1.76 -2.17 -1.70
S -1.84 -1.58 -0.06
H -0.04 -1.32 -4.38
H -1.37 -3.22 -5.38
H -2.98 -4.43 -3.90
H -3.20 -3.73 -1.52
C -4.46 4.38 -1.05
C -3.39 4.33 0.03
N -2.21 3.55 -0.38
C -1.32 4.20 -1.35
C -1.45 3.67 -2.77
C -1.97 2.32 0.06
C -2.93 1.66 1.00
N -0.89 1.65 -0.33
H -5.33 4.92 -0.68
H -4.78 3.38 -1.34
H -4.11 4.91 -1.94
H -3.80 3.91 0.95
H -3.04 5.33 0.27
H -0.29 4.13 -0.98
H -1.56 5.26 -1.33
H -1.22 2.60 -2.85
H -0.77 4.21 -3.42
H -2.47 3.82 -3.14
H -3.08 2.27 1.89
H -2.53 0.70 1.31
H -3.89 1.51 0.51
H -0.31 2.16 -0.98
*
```

## Properties
Total energy = -103827.3019 eV
E_HOMO (alpha / beta) = -0.5030 / -0.5028 Ha
HOMO-LUMO gap (alpha / beta) = 0.2618 / 0.2822 hartree
ΔE to the lowest compared entry with this formula, charge and spin = 0.362 eV

Entry 2:
Here is a molecular structure, C36H41F12LuN4O4S at a distorted geometry from OMol25. Energies are from ωB97M-V with the def2-TZVPD basis set.

```
! RIJCOSX wB97M-V def2-TZVPD def2/J DEFGRID3
* xyz -2 1
Lu -0.31 -0.42 -0.09
C -5.11 2.93 -3.57
C -3.84 2.64 -2.81
C -3.53 3.28 -1.62
C -2.36 3.00 -0.95
C -1.42 2.06 -1.44
N -0.25 1.76 -0.80
C 0.54 2.69 -0.23
C 0.39 4.07 -0.53
C 1.13 5.05 0.09
C 2.07 4.73 1.06
C 2.82 5.78 1.83
C 2.32 3.38 1.27
C 1.63 2.36 0.63
C 2.19 0.93 0.79
O 1.66 -0.06 0.07
C 2.11 0.40 2.27
F 0.94 -0.26 2.42
F 2.20 1.27 3.29
F 3.07 -0.51 2.52
C 3.73 1.01 0.45
F 4.53 1.41 1.47
F 4.22 -0.18 0.07
F 4.00 1.85 -0.55
C -1.79 1.36 -2.62
C -2.97 1.67 -3.28
C -0.91 0.18 -3.03
O -0.84 -0.77 -2.09
C 0.55 0.73 -3.38
F 1.06 0.29 -4.55
F 1.43 0.35 -2.45
F 0.62 2.07 -3.48
C -1.39 -0.53 -4.33
F -2.62 -1.06 -4.21
F -0.60 -1.57 -4.65
F -1.44 0.24 -5.46
H -5.50 3.91 -3.30
H -5.86 2.18 -3.36
H -4.92 2.92 -4.65
H -4.22 4.00 -1.20
H -2.16 3.48 -0.01
H -0.33 4.35 -1.28
H 0.96 6.09 -0.18
H 2.74 6.75 1.35
H 3.87 5.51 1.93
H 2.41 5.87 2.84
H 3.11 3.13 1.98
H -3.25 1.14 -4.18
O -4.10 0.38 1.95
C -3.50 -0.22 1.06
O -2.37 0.04 0.59
H -4.04 -1.11 0.61
C 0.25 -3.59 -1.43
C -0.41 -3.68 -0.09
C -0.90 -4.80 0.55
C -1.37 -4.37 1.81
C -1.14 -3.01 1.86
C -1.40 -2.11 3.03
N -0.55 -2.57 0.71
H 0.78 -4.51 -1.66
H 0.96 -2.75 -1.43
H -0.48 -3.41 -2.23
H -0.90 -5.81 0.17
H -1.81 -4.98 2.58
H -2.27 -2.45 3.60
H -1.58 -1.08 2.70
H -0.54 -2.09 3.70
C -1.04 7.38 1.75
C -1.25 7.58 3.24
C -2.27 6.62 3.85
C -1.73 5.20 4.07
N -1.56 4.45 2.84
C -1.95 3.11 2.74
S -0.78 1.96 2.53
N -3.23 2.76 2.83
C -4.40 3.58 3.00
C -5.26 3.10 4.17
C -4.62 3.21 5.56
C -3.58 2.13 5.82
H -0.30 8.09 1.37
H -1.97 7.52 1.20
H -0.68 6.37 1.54
H -1.59 8.61 3.41
H -0.29 7.47 3.76
H -3.15 6.57 3.21
H -2.57 7.01 4.83
H -2.42 4.65 4.71
H -0.78 5.27 4.61
H -0.60 4.50 2.51
H -3.44 1.76 2.54
H -5.01 3.50 2.09
H -4.12 4.62 3.13
H -5.53 2.05 3.99
H -6.18 3.69 4.17
H -5.41 3.12 6.31
H -4.17 4.20 5.67
H -4.03 1.14 5.77
H -3.13 2.26 6.81
H -2.78 2.16 5.09
*
```

## Properties
Total energy = -129223.1151 eV
E_HOMO = -0.0609 Ha
HOMO-LUMO gap = 0.2102 hartree

Entry 3:
Here is a molecular structure, C36H41FMnN5OS at a distorted geometry from OMol25. Energies are from ωB97M-V with the def2-TZVPD basis set.

```
! RIJCOSX wB97M-V def2-TZVPD def2/J DEFGRID3
* xyz 2 5
Mn -0.54 0.64 -1.44
C 0.49 -4.30 0.65
C -0.26 -4.68 -0.55
C -0.25 -3.47 -1.40
C -1.14 -2.40 -0.74
C -1.25 -2.37 0.58
C -0.18 -3.05 1.38
N -1.50 -1.30 -1.60
N -1.85 -1.64 -2.73
C -1.62 -0.67 -3.73
C -2.16 -0.85 -4.98
C -1.82 0.04 -5.98
C -0.91 1.05 -5.70
C -0.40 1.15 -4.41
N -0.77 0.32 -3.44
H 0.75 -5.10 1.34
H -0.87 -5.56 -0.70
H -0.59 -3.60 -2.43
H -1.97 -1.73 1.08
H -0.44 -3.21 2.43
H -2.82 -1.69 -5.14
H -2.23 -0.06 -6.98
H -0.59 1.75 -6.46
H 0.33 1.91 -4.14
C 3.31 -5.17 -0.43
C 3.12 -3.85 0.32
C 3.46 -4.10 1.80
C 4.07 -2.79 -0.23
C 1.66 -3.36 0.16
C 1.27 -3.02 -1.30
C 1.39 -1.58 -1.65
N 0.99 -0.64 -0.79
C 0.87 -0.92 0.51
C 1.18 -2.24 1.11
C 0.12 0.06 1.28
C 0.16 0.13 2.66
C -0.67 1.02 3.35
C -1.55 1.77 2.57
C -1.54 1.65 1.19
N -0.71 0.83 0.55
C -0.57 1.13 4.86
C 0.87 1.53 5.22
C -0.91 -0.23 5.48
C -1.54 2.19 5.41
H 4.31 -5.57 -0.24
H 3.22 -5.05 -1.52
H 2.59 -5.93 -0.11
H 4.45 -4.54 1.87
H 2.76 -4.79 2.28
H 3.49 -3.18 2.38
H 5.11 -3.08 -0.06
H 3.92 -1.82 0.26
H 3.95 -2.65 -1.31
H 1.83 -3.63 -2.01
H 1.69 -1.25 -2.64
H 1.79 -2.14 2.00
H 0.84 -0.52 3.19
H -2.25 2.45 3.03
H -2.22 2.20 0.58
H 1.59 0.75 4.97
H 0.93 1.71 6.30
H 1.16 2.45 4.71
H -0.19 -1.00 5.18
H -1.91 -0.56 5.20
H -0.87 -0.15 6.57
H -1.33 3.18 5.00
H -1.42 2.24 6.49
H -2.58 1.93 5.21
C -3.77 3.71 -2.46
S -2.13 3.09 -2.68
O -2.06 1.95 -1.64
C -1.18 4.47 -2.11
C -1.30 4.96 -0.82
C -0.56 6.07 -0.46
C 0.29 6.68 -1.38
C 0.40 6.17 -2.67
C -0.33 5.05 -3.04
H -3.89 4.04 -1.42
H -4.47 2.90 -2.70
H -3.91 4.54 -3.14
H -1.96 4.49 -0.11
H -0.64 6.47 0.54
H 0.85 7.56 -1.10
H 1.07 6.64 -3.38
H -0.24 4.64 -4.04
F 0.61 1.92 -1.71
*
```

## Properties
Total energy = -92352.4511 eV
E_HOMO (alpha / beta) = -0.4706 / -0.5332 Ha
HOMO-LUMO gap (alpha / beta) = 0.2165 / 0.2736 hartree
ΔE to the lowest compared entry with this formula, charge and spin = 5.632 eV

Entry 4:
Here is a molecular structure, C36H41N5Pb at a distorted geometry from OMol25. Energies are from ωB97M-V with the def2-TZVPD basis set.

```
! RIJCOSX wB97M-V def2-TZVPD def2/J DEFGRID3
* xyz 0 1
Pb 1.57 0.46 0.58
C -1.49 -1.90 2.29
C -1.55 -0.79 3.35
C -0.50 0.29 3.18
N -0.45 0.82 1.82
C -1.25 1.78 1.46
C -2.21 2.29 2.33
C -3.24 3.20 2.20
C -3.74 3.83 1.07
C -3.20 3.68 -0.19
C -2.03 3.08 -0.63
C -1.01 2.36 0.06
N 0.16 2.08 -0.45
C 0.51 2.44 -1.81
C 1.71 1.67 -2.34
C 1.46 0.21 -2.72
N 1.33 -0.62 -1.53
C 1.06 -1.87 -1.66
C 0.89 -2.47 -2.94
C 0.56 -3.75 -3.26
C 0.62 -4.94 -2.53
C 0.92 -5.02 -1.20
C 1.12 -4.01 -0.24
C 1.08 -2.62 -0.36
N 1.10 -1.84 0.70
C 1.04 -2.40 2.03
C -0.34 -2.89 2.49
H -1.43 -1.39 1.34
H -2.41 -2.48 2.29
H -1.49 -1.24 4.35
H -2.53 -0.35 3.33
H 0.50 -0.11 3.41
H -0.64 1.09 3.89
H -2.05 1.94 3.34
H -3.77 3.38 3.14
H -4.57 4.49 1.16
H -3.71 4.17 -0.99
H -1.88 3.14 -1.68
H 0.72 3.50 -1.79
H -0.37 2.31 -2.45
H 2.54 1.82 -1.67
H 2.07 2.09 -3.28
H 2.25 -0.18 -3.36
H 0.57 0.15 -3.36
H 0.83 -1.77 -3.73
H 0.27 -3.83 -4.27
H 0.40 -5.87 -3.07
H 0.96 -6.02 -0.81
H 1.30 -4.40 0.76
H 1.42 -1.67 2.75
H 1.69 -3.25 2.13
H -0.33 -3.19 3.55
H -0.55 -3.83 1.96
C -2.47 -0.49 -1.19
C -3.78 -0.94 -1.22
C -4.43 -1.16 0.02
C -5.66 -1.76 0.04
C -6.33 -2.06 -1.15
C -5.74 -1.71 -2.38
C -4.45 -1.16 -2.43
C -7.59 -2.75 -1.16
N -8.63 -3.23 -1.19
H -1.96 -0.39 -2.11
H -1.92 -0.36 -0.27
H -3.89 -0.91 0.95
H -6.12 -2.00 1.02
H -6.27 -1.92 -3.27
H -3.99 -0.93 -3.36
C 6.33 2.90 -0.81
C 5.80 2.56 0.59
C 5.30 3.85 1.30
C 6.90 1.92 1.44
C 4.65 1.60 0.42
C 3.76 0.80 0.18
H 7.21 3.54 -0.74
H 5.54 3.32 -1.45
H 6.68 1.96 -1.30
H 6.16 4.56 1.30
H 5.06 3.61 2.34
H 4.45 4.31 0.80
H 7.70 2.62 1.64
H 7.30 1.04 0.96
H 6.49 1.60 2.40
*
```

## Properties
Total energy = -50688.2330 eV
E_HOMO (alpha / beta) = -0.2585 / -0.2620 Ha
HOMO-LUMO gap (alpha / beta) = 0.2192 / 0.2132 hartree
ΔE to the lowest compared entry with this formula, charge and spin = 3.532 eV

Entry 5:
Here is a molecular structure, C36H41N5PtSe at a distorted geometry from OMol25. Energies are from ωB97M-V with the def2-TZVPD basis set.

```
! RIJCOSX wB97M-V def2-TZVPD def2/J DEFGRID3
* xyz -2 3
Pt -0.13 0.25 -1.21
N -2.19 -1.32 -0.21
N -0.59 -2.40 -2.35
C 1.90 0.78 -1.12
C 2.20 -0.53 -0.54
C 2.03 -0.48 0.85
C 2.42 -1.74 1.54
H 2.43 -2.58 0.82
H 1.69 -2.11 2.28
H 3.41 -1.66 2.00
C 1.47 0.84 1.19
C 1.05 1.65 2.36
H 1.91 2.10 2.88
H 0.43 1.16 3.11
H 0.38 2.45 2.01
C 1.33 1.58 -0.03
C 1.06 3.03 -0.21
H 0.17 3.37 0.34
H 0.85 3.24 -1.26
H 1.92 3.62 0.14
C 2.76 -1.64 -1.36
H 3.82 -1.75 -1.07
H 2.68 -1.39 -2.42
H 2.26 -2.60 -1.20
C 2.48 1.38 -2.35
H 1.70 2.01 -2.81
H 2.74 0.58 -3.05
H 3.36 1.98 -2.10
C -2.99 -0.88 0.72
H -3.37 0.14 0.63
C -3.27 -1.60 1.90
H -3.91 -1.19 2.66
C -2.62 -2.82 2.07
H -2.75 -3.41 2.98
C -1.84 -3.35 1.05
H -1.31 -4.30 1.12
C -1.62 -2.55 -0.14
C -0.76 -3.03 -1.14
H -0.33 -4.02 -1.05
C -0.59 -1.02 -2.51
C -0.41 -3.04 -3.60
H -0.36 -4.11 -3.66
C -0.39 -2.07 -4.52
H -0.34 -2.12 -5.60
N -0.54 -0.85 -3.87
C -0.74 0.42 -4.49
C 0.30 1.00 -5.24
C 0.13 2.33 -5.64
H 0.94 2.83 -6.18
C -1.04 3.03 -5.36
C -1.24 4.44 -5.84
H -1.11 5.17 -5.03
H -2.25 4.56 -6.24
H -0.52 4.67 -6.63
C -2.05 2.42 -4.61
H -2.96 2.96 -4.37
C -1.92 1.10 -4.17
C -3.03 0.45 -3.40
H -3.52 -0.36 -3.96
H -3.80 1.20 -3.18
H -2.72 0.04 -2.42
C 1.57 0.26 -5.54
H 1.53 -0.26 -6.50
H 1.82 -0.48 -4.77
H 2.41 0.97 -5.60
C 2.09 -0.36 4.60
N 0.74 -0.78 4.95
C -0.33 -0.96 4.09
Se -0.43 -1.00 2.26
N -1.44 -1.03 4.90
C -1.12 -0.74 6.22
C -1.93 -0.27 7.23
C -1.31 0.21 8.38
C 0.08 0.29 8.46
C 0.90 -0.09 7.39
C 0.26 -0.63 6.26
H 2.33 -0.62 3.56
H 2.82 -0.89 5.24
H 2.21 0.72 4.78
H -2.39 -1.19 4.56
H -3.00 -0.27 7.10
H -1.93 0.57 9.20
H 0.54 0.68 9.36
H 1.98 0.01 7.39
*
```

## Properties
Total energy = -114034.9034 eV
E_HOMO (alpha / beta) = 0.0952 / -0.0175 Ha
HOMO-LUMO gap (alpha / beta) = 0.0477 / 0.1599 hartree
ΔE to the lowest compared entry with this formula, charge and spin = 2.135 eV

Question: What is the total energy in the fifth record?
Answer: -114034.9034 eV

Question: Which formula does entry 1 have?
Answer: C36H41CrN4OP2S

Question: Which of these has the lowest total energy?
Answer: C36H41F12LuN4O4S

Question: total energy of number 1 (C36H41CrN4OP2S)?
Answer: -103827.3019 eV